A structure of composition C61H51BBr3N10O20, computed with ωB97M-V/def2-TZVPD.

Net charge   -1
F_max   0.1054 hartree/bohr
E_tot   -12154.0127 hartree
Gap between HOMO and LUMO   7.891 eV
LUMO level   0.158 eV
Highest occupied orbital energy   -7.73 eV

Structure (XYZ):
```
146
Properties=species:S:1:pos:R:3:forces:R:3
O -1.4367 -2.0278 1.1447 1.2 2.2 -1.5
C -0.9519 -1.2432 0.3317 1.0 -0.6 0.5
O 0.0215 -0.2847 0.5244 -1.8 -1.4 1.0
B 0.3498 0.4144 -0.7226 -0.3 0.2 -0.1
O -0.2849 -0.4264 -1.7565 -0.9 -1.2 -0.3
C -1.1808 -1.2451 -1.2088 -3.7 -1.3 -2.0
O -2.1625 -1.8346 -1.7798 4.4 2.3 2.2
O 1.8247 0.5506 -0.8437 -0.2 -0.1 0.1
C 2.1861 1.7961 -1.0747 1.7 0.7 -1.9
O 3.3109 2.1610 -1.4649 -3.2 -0.7 1.7
C 0.8457 2.6486 -1.0439 -1.5 0.2 -0.6
O -0.2328 1.7772 -0.8797 2.9 0.5 0.4
O 0.7163 3.8209 -1.2778 0.5 -1.1 0.6
C 0.7428 0.4880 -4.9972 0.4 0.2 0.6
Br 2.2345 -0.4932 -4.2268 -0.2 0.0 -0.3
Br 0.4765 0.0178 -6.8750 0.0 0.4 0.8
Br 1.0179 2.4056 -4.6117 -0.2 -0.7 -0.5
H -0.1135 0.2146 -4.3807 0.0 0.0 -0.5
C 5.2122 -0.9163 0.7260 -0.3 1.7 -0.8
C 6.2101 -1.2904 1.5765 0.1 1.5 1.2
C 6.7295 -2.5299 1.5862 0.0 -2.9 -0.6
C 6.2832 -3.4599 0.6003 -0.3 1.7 -0.1
C 5.3301 -3.0307 -0.3592 0.2 0.1 0.8
C 4.7787 -1.7204 -0.2644 0.1 -2.7 -0.7
N 6.9032 -4.8126 0.5242 0.3 0.5 2.4
O 7.5091 -5.2718 1.5253 -1.1 1.1 -1.7
O 6.7520 -5.3858 -0.5071 0.0 -1.0 -1.1
H 4.8385 0.0970 0.7179 -0.1 0.1 0.4
H 6.5318 -0.5296 2.2723 0.2 -0.2 0.3
H 7.3756 -2.8815 2.3770 0.3 0.1 -0.2
H 4.9347 -3.6762 -1.1295 0.3 -0.3 0.0
H 3.9920 -1.4370 -0.9479 0.1 0.1 -0.1
C 7.7220 3.1638 0.3826 -1.1 -1.9 -0.1
C 9.0029 2.7606 0.0258 -0.3 -0.5 -1.8
C 9.1749 1.8881 -1.1036 -1.0 -0.4 1.6
C 8.0405 1.2743 -1.6513 0.3 1.2 -0.6
C 6.7308 1.6049 -1.2585 1.2 -0.3 0.6
C 6.5910 2.4921 -0.1937 0.9 0.7 -0.7
N 8.2240 0.3475 -2.8359 -0.2 0.3 1.7
O 9.3001 0.3412 -3.3927 -0.1 0.0 -0.2
O 7.2819 -0.3783 -3.0579 0.1 -0.1 -0.6
H 7.5296 3.8129 1.2241 0.2 0.2 0.0
H 9.8836 3.1183 0.5386 0.0 0.2 0.0
H 10.1578 1.5272 -1.3682 0.0 0.2 -0.3
H 5.8875 1.1162 -1.7237 -0.1 0.1 0.0
H 5.5693 2.7043 0.0846 0.0 0.3 0.3
C -3.2703 0.9691 -3.4810 0.4 -0.3 0.4
C -3.5336 -0.0840 -4.3442 -0.5 0.2 -1.0
C -3.6378 0.1585 -5.7309 0.9 -0.8 1.0
C -3.1298 1.3413 -6.2209 0.7 1.0 1.3
C -2.5774 2.2940 -5.3495 -1.0 0.6 0.6
C -2.7983 2.1714 -3.9688 0.8 -0.3 -1.3
N -3.1676 1.6020 -7.6376 -1.1 -0.3 -1.9
O -2.9731 2.7429 -8.0690 0.1 -1.5 0.7
O -3.5330 0.6404 -8.3399 0.8 1.5 0.5
H -3.3080 0.8564 -2.4075 0.0 -0.4 0.1
H -3.6372 -1.1022 -3.9993 -0.4 0.1 0.3
H -3.9366 -0.6341 -6.4009 -0.1 0.1 0.0
H -2.1020 3.2112 -5.6646 -0.1 -0.1 -0.5
H -2.4198 2.9390 -3.3101 -0.1 0.1 0.1
C -0.9203 1.9240 3.7183 -0.6 -0.7 0.3
C -0.1039 2.5465 2.7937 -0.6 0.8 0.1
C -0.4242 3.8484 2.3465 -0.4 -0.9 0.3
C -1.6060 4.4632 2.8172 0.7 -1.6 0.3
C -2.4312 3.7613 3.7386 0.4 2.0 -0.5
C -2.0838 2.5188 4.1880 0.2 0.4 -0.2
N -1.9644 5.7932 2.3310 -1.5 1.9 0.4
O -1.4436 6.1795 1.2894 -0.6 -0.4 1.4
O -2.8082 6.4717 3.0008 2.1 -1.8 -1.6
H -0.7726 0.9234 4.0969 0.7 -0.1 -0.2
H 0.7728 2.0478 2.4076 0.1 0.0 0.1
H 0.2818 4.2236 1.6204 -0.4 0.8 -0.1
H -3.2699 4.2774 4.1821 -0.2 0.1 -0.3
H -2.7263 2.0702 4.9312 0.1 -0.3 0.0
C -4.9299 0.0669 0.7443 1.1 0.7 -0.6
C -3.6075 0.4940 0.9975 -0.8 -0.5 1.0
C -3.1079 1.6906 0.5529 -1.0 1.6 -1.4
C -3.9534 2.5206 -0.2489 -0.2 -1.5 -0.2
C -5.2410 2.0563 -0.6152 0.5 0.4 0.9
C -5.7096 0.8473 -0.0995 0.3 -0.1 0.5
N -3.4152 3.7949 -0.8447 -0.9 -1.2 0.9
O -2.2458 4.0140 -0.7033 0.7 0.2 0.1
O -4.2127 4.4987 -1.4154 -0.3 0.4 -0.4
H -5.3047 -0.8616 1.1491 0.0 0.0 0.1
H -2.9912 -0.0393 1.7062 0.0 -0.4 -0.1
H -2.1102 2.0197 0.8037 0.0 0.0 -0.1
H -5.9888 2.6163 -1.1571 0.6 0.5 -0.4
H -6.7203 0.5262 -0.3036 -0.1 0.1 -0.2
C -0.9338 -4.2279 5.0045 1.1 -1.0 0.8
C -0.6230 -3.6473 6.2433 -0.3 0.6 0.0
C 0.1632 -2.5338 6.3782 1.1 0.7 -1.5
C 0.6983 -1.9626 5.1932 -0.8 -1.6 -0.2
C 0.4570 -2.6204 3.9320 0.0 -0.2 0.7
C -0.2886 -3.8396 3.8253 -0.1 2.1 2.0
N 1.4123 -0.6650 5.2681 -0.7 2.1 -1.9
O 1.5368 -0.0649 6.3572 0.1 -1.7 -2.4
O 1.6419 -0.1613 4.1158 0.1 -1.0 3.5
H -1.4718 -5.1572 5.1205 -0.4 -0.1 -0.6
H -1.0070 -3.9326 7.2115 -0.5 -0.9 -0.3
H 0.3865 -2.1943 7.3788 0.1 0.5 -0.2
H 0.8306 -2.2129 3.0042 0.2 0.3 0.2
H -0.4620 -4.3364 2.8822 0.1 0.1 0.0
N -6.4111 -3.4301 -4.4165 -0.4 0.2 -0.1
C -7.0641 -2.2846 -4.1211 1.8 -0.8 1.1
C -6.7962 -1.5707 -2.9208 0.4 -0.1 -0.9
C -5.8263 -2.0470 -2.0595 1.1 -1.4 -0.8
C -5.1190 -3.2107 -2.4456 -0.4 -0.8 0.4
C -5.4626 -3.9196 -3.5819 -1.4 2.0 -0.6
H -7.6943 -1.9045 -4.9116 -0.3 0.1 0.2
H -7.1518 -0.5630 -2.7640 -0.6 -0.1 0.0
H -5.4881 -1.5394 -1.1682 -0.3 0.2 -0.1
H -4.3373 -3.7068 -1.8895 0.2 0.7 0.6
H -4.9462 -4.8048 -3.9227 0.0 -0.1 0.2
N 2.9444 8.5714 1.3291 0.4 -1.6 -0.4
C 1.7399 8.1181 0.8594 2.0 1.8 2.0
C 1.5156 6.8311 0.4855 -0.7 -1.1 -0.4
C 2.5192 5.8977 0.6195 1.6 0.1 0.2
C 3.7864 6.3061 1.0938 -0.7 0.7 -0.7
C 3.9657 7.6576 1.3995 -1.8 0.5 -0.8
H 0.9952 8.8900 0.9864 -0.5 -0.2 -0.6
H 0.5645 6.5164 0.0820 -0.1 0.1 0.0
H 2.3732 4.8876 0.2663 -0.1 -0.1 0.0
H 4.6676 5.6851 1.0278 -0.1 -0.4 0.3
H 4.9559 8.0434 1.5918 0.0 0.1 0.4
N -6.3393 -3.5792 1.8037 1.5 -0.8 1.6
C -4.9597 -3.5664 1.6946 -1.6 0.3 0.5
C -4.1089 -3.9443 2.7070 -0.8 -1.0 2.3
C -4.6846 -4.4442 3.9274 0.0 0.4 -1.6
C -6.0656 -4.5745 4.0339 0.7 0.6 -0.5
C -6.8400 -4.0939 2.9756 0.7 0.4 -1.9
H -4.5275 -3.1576 0.7932 -0.2 0.0 -0.3
H -3.0306 -3.9154 2.6544 0.0 0.3 -0.4
H -4.0595 -4.7413 4.7565 0.2 0.0 0.0
H -6.4821 -5.0006 4.9346 -0.3 0.1 -0.1
H -7.9189 -4.1412 2.9669 -0.1 0.0 0.3
N 2.0495 -4.2836 -1.9534 -0.4 -0.9 -0.9
C 1.7240 -5.5732 -2.1938 0.1 1.2 3.8
C 1.1568 -6.3103 -1.0821 0.4 0.0 -2.3
C 0.7486 -5.6907 0.0699 0.7 1.7 0.4
C 0.9706 -4.2874 0.2134 0.2 -1.1 -0.9
C 1.6724 -3.6654 -0.8142 -0.9 -0.6 -0.8
H 2.0491 -6.0142 -3.1245 -0.1 -0.1 0.0
H 1.0530 -7.3769 -1.2166 -0.2 -0.1 0.1
H 0.3585 -6.2456 0.9104 -0.2 -0.2 -0.1
H 0.5935 -3.7328 1.0599 0.1 0.0 0.0
H 1.7924 -2.5955 -0.8996 0.3 0.2 0.6
```
Forces are in eV/Å.